# C2H4N2S2

One molecule with the formula C2H4N2S2 (ωB97M-V/def2-TZVPD, the OMol25 dataset).

```
! RIJCOSX wB97M-V def2-TZVPD def2/J DEFGRID3
* xyz 0 1
C -0.270 0.788 0.021
C -0.344 -0.685 0.296
N -1.300 1.485 -0.047
N 0.637 -1.523 -0.345
S 1.355 1.427 -0.063
S 2.162 -0.801 0.044
H 0.025 -0.725 1.286
H -1.433 -0.982 0.202
H -1.209 2.474 -0.108
H 0.378 -1.458 -1.287
*
```

Calculated values
- Gap between HOMO and LUMO: 8.222 eV
- SMILES: [H]/N=C1/CNSS1
- Strongest force on any atom: 2.5 eV/A
- Highest occupied orbital energy: -9.013 eV
- Energy: -984.44442 Ha